(1)
{"formula": "C5H12N2O2", "method": "ωB97M-V/def2-TZVPD", "smiles": "CC(=O)NN.CCC=O", "e_tot_ev": -12454.226, "orbital_gap_ev": 10.0, "symbols": ["C", "C", "O", "N", "N", "H", "H", "H", "H", "H", "H", "C", "C", "C", "O", "H", "H", "H", "H", "H", "H"], "coordinates": [[-2.87, -1.02, -0.86], [-1.90, -0.33, 0.07], [-1.04, -0.91, 0.71], [-2.07, 1.00, 0.15], [-1.33, 1.83, 1.02], [-2.62, -2.07, -0.92], [-2.81, -0.57, -1.86], [-3.88, -0.91, -0.49], [-2.79, 1.49, -0.36], [-0.51, 2.19, 0.51], [-0.97, 1.23, 1.76], [3.09, -1.01, 0.27], [1.93, -0.04, 0.48], [1.60, 0.75, -0.74], [1.04, 1.82, -0.75], [4.01, -0.47, 0.06], [3.24, -1.61, 1.17], [2.88, -1.68, -0.56], [1.02, -0.60, 0.71], [2.12, 0.64, 1.31], [1.87, 0.26, -1.69]], "lowdin_charge": [-0.0025, -0.5463, 0.0155, -0.0236, 0.0463, 0.0820, 0.0803, 0.0816, 0.1403, 0.0530, 0.0829, -0.1050, -0.2225, -0.2665, 0.0226, 0.0731, 0.0724, 0.0725, 0.0925, 0.1233, 0.1280]}

=====

(2)
{"formula": "C5H12N2O2", "method": "ωB97M-V/def2-TZVPD", "e_tot_ev": -12452.212, "orbital_gap_ev": 9.6, "symbols": ["C", "C", "N", "C", "O", "H", "H", "H", "H", "H", "H", "H", "C", "C", "N", "O", "H", "H", "H", "H", "H"], "coordinates": [[1.84, -1.02, -0.72], [1.95, 1.01, 0.63], [1.13, -0.02, 0.04], [-0.42, -0.71, 1.02], [-0.45, -1.92, 0.97], [-0.27, -0.14, 1.95], [2.17, -0.62, -1.69], [2.60, 1.48, -0.12], [2.71, -1.36, -0.15], [1.18, -1.86, -0.89], [1.30, 1.77, 1.06], [2.56, 0.57, 1.42], [-2.13, -0.53, -0.93], [-1.12, 0.24, -0.08], [-1.62, 1.41, 0.60], [0.02, 0.57, -0.81], [-2.41, 1.17, 1.19], [-1.94, 2.10, -0.08], [-3.02, -0.75, -0.34], [-2.40, 0.07, -1.80], [-1.69, -1.46, -1.27]], "lowdin_charge": [-0.0319, -0.0396, -0.2330, -0.3044, -0.0016, 0.1255, 0.0990, 0.0936, 0.1013, 0.0914, 0.0905, 0.1012, -0.0042, -0.5749, 0.0945, -0.0227, 0.0848, 0.0829, 0.0857, 0.0817, 0.0801]}

=====

(3)
{"formula": "C5H12N2O2", "method": "ωB97M-V/def2-TZVPD", "e_tot_ev": -12449.527, "orbital_gap_ev": [7.8, 7.8], "symbols": ["C", "C", "C", "O", "O", "H", "H", "H", "H", "H", "H", "C", "N", "C", "N", "H", "H", "H", "H", "H", "H"], "coordinates": [[-0.59, -1.63, -0.01], [-1.01, -1.54, 1.41], [1.72, -1.07, 0.22], [2.44, -1.69, -0.77], [2.09, -1.11, 1.37], [3.22, -2.11, -0.35], [-1.35, -1.52, -0.77], [0.05, -2.45, -0.30], [-1.79, -0.79, 1.57], [-1.40, -2.52, 1.72], [-0.17, -1.31, 2.07], [0.65, 2.57, -0.58], [0.40, 1.16, -0.79], [-1.91, 1.23, -0.68], [-0.78, 0.64, -0.63], [1.11, 0.42, -0.47], [0.20, 2.92, 0.36], [1.72, 2.73, -0.55], [0.23, 3.16, -1.40], [-2.80, 0.63, -0.54], [-2.02, 2.30, -0.87]], "lowdin_charge": [0.0120, -0.1318, -0.4381, 0.0156, 0.0211, 0.1083, 0.0647, 0.0521, 0.0643, 0.0884, 0.0660, -0.0854, -0.1144, -0.0305, -0.1222, 0.0713, 0.0846, 0.0819, 0.0759, 0.0571, 0.0589]}

=====

In order of appearance, relative energy (zero: lowest compared OMol25 entry of this formula, charge and spin) = 1.757; 3.770; 6.456 eV.